85
Properties=species:S:1:pos:R:3 method="wB97M-V/def2-TZVPD" spin_multiplicity=1 gap_ev=1.3346 charge=+2 homo_ev=-12.26
O -1.09 1.00 0.47
C -2.01 -7.61 1.38
H -1.81 -6.76 0.74
H 0.19 9.66 -1.96
H 0.19 0.71 -0.99
H -2.34 -10.47 3.94
C -7.13 -1.67 -0.70
H -0.56 -0.80 -0.65
H 0.39 0.53 7.17
C 1.02 -0.26 0.68
H -8.32 -1.94 -3.17
H 1.24 9.78 -0.46
C 6.02 -4.32 2.19
H -0.55 1.85 8.01
C -1.75 -8.94 1.04
H 0.91 -0.60 1.71
H 6.95 2.93 -7.81
C 5.01 -3.22 4.55
C -3.79 4.21 -4.78
C -0.18 0.10 -0.16
H -0.49 9.99 -0.46
C 6.70 2.32 -3.97
H -1.59 -0.97 5.40
C 0.32 9.40 -0.91
H 4.58 -2.80 5.44
C -2.15 -0.69 6.29
H 1.61 0.65 0.75
H -4.10 2.25 -5.30
H -6.51 -2.19 -1.44
In -5.27 4.59 2.33
H -9.78 -1.37 -2.45
H -3.85 6.23 -4.73
C -3.74 5.48 -5.51
C 6.85 -3.64 3.07
C -2.34 -7.30 2.70
H -2.70 -8.15 4.66
C -7.95 -0.59 -1.45
H 7.03 -2.37 4.75
C -1.92 -9.97 1.89
H -7.74 -2.37 -0.12
O -0.68 7.29 -0.52
H 4.68 2.39 -6.68
C 8.09 2.80 -5.98
C 0.36 7.92 -0.67
H 4.58 1.89 -4.50
H 3.15 -4.10 4.05
H -6.54 -1.18 0.08
C 7.97 2.46 -4.62
H -2.46 2.46 -4.92
H -4.61 5.61 -6.15
C 4.66 -4.47 2.52
O -8.00 0.55 -0.99
C 5.56 2.23 -4.80
H -2.07 -1.42 7.10
H 6.40 -4.78 1.29
C -3.28 2.96 -5.44
H 1.77 6.22 -0.43
F 9.29 3.00 -6.57
C 5.63 2.39 -6.18
C 1.78 7.31 -0.47
F 3.87 -5.25 1.78
C -8.76 -1.06 -2.70
C -2.45 -8.39 3.63
H -3.20 -0.63 5.98
H -2.49 -6.30 3.07
C 6.34 -3.01 4.22
C 6.87 2.73 -6.75
H 2.45 7.75 -1.20
H -0.72 0.17 8.46
H 8.90 2.34 -4.09
C -0.56 0.84 7.61
C -1.67 0.68 6.65
C 4.17 -3.96 3.72
H 6.75 2.24 -2.90
H -2.81 5.60 -6.06
H -8.88 -0.31 -3.48
H 2.12 7.67 0.50
H -3.03 2.97 -6.51
H 7.89 -3.57 2.77
H 1.59 -0.95 0.06
F -1.43 -9.12 -0.28
O -4.34 4.29 -3.62
C -2.28 -9.67 3.22
H -1.74 -10.95 1.49
O -2.22 1.68 6.15